P | The following is a quantum chemistry calculation of 3 unconnected molecules or ions with the total composition C2H7OS2, from the Open Molecules 2025 dataset.

## Properties
Net charge = -1
HOMO level = -2.396 eV
Frontier orbital gap = 6.1 eV

Each line ends with the Mulliken charge.
Positions of all 12 atoms, in Å:
C -1.0649 1.3404 -2.7209  0.244
O -2.0081 0.6941 -3.1011  -0.469
H -0.5107 1.1926 -1.7800  -0.039
H 2.1693 -5.5805 -0.1033  -0.009
H -0.7023 2.1901 -3.3436  0.193
C -0.2080 0.8569 2.3605  -0.776
S 0.4959 0.3361 0.7608  -0.194
S 1.1788 2.1393 -0.0058  -0.693
H 0.5789 0.8733 3.1152  0.231
H -1.0501 0.2290 2.6466  0.271
H -0.5771 1.8757 2.2201  0.232
H 1.6984 -6.1470 -0.0485  0.010

=====

Q | The following is a quantum chemistry calculation of 3 unconnected molecules or ions with the total composition C2H7OS2, from the Open Molecules 2025 dataset.

## Properties
Net charge = -1
HOMO level = -2.320 eV
Frontier orbital gap = 5.8 eV

Each line ends with the Mulliken charge.
Positions of all 12 atoms, in Å:
C -1.2558 0.2075 -2.2529  -0.043
O -1.9046 -0.5114 -2.9604  -0.486
H -1.7510 0.9909 -1.6514  0.211
H 2.5592 6.4697 4.1543  -0.001
H -0.1550 0.2124 -2.2051  0.204
C 1.7282 0.9944 0.6716  -0.782
S 0.2450 0.1693 1.4102  -0.180
S -0.1899 -1.3428 0.0924  -0.645
H 2.1600 0.2596 -0.0056  0.227
H 2.3685 1.2278 1.5256  0.280
H 1.4722 1.9082 0.1347  0.214
H 3.2868 6.6663 4.1408  0.001

=====

Least stable of them? Q.

=====

P | The following is a quantum chemistry calculation of a gas-phase ion, CH3N2O (charge +1), from the Open Molecules 2025 dataset.

## Properties
SMILES = N#[N+]CO
Net charge = +1
HOMO level = -17.490 eV
Frontier orbital gap = 10.7 eV

Each line ends with the Mulliken charge.
Positions of all 7 atoms, in Å:
N 2.2893 -0.0602 -0.2226  0.015
N 1.2130 -0.1099 0.0187  0.490
C -0.1724 0.2403 -0.0161  -0.080
O -0.9305 -0.9331 -0.2001  -0.437
H -0.1744 1.0545 -0.9623  0.300
H -0.4919 0.7184 0.9612  0.320
H -1.7331 -0.9101 0.4211  0.391

=====

Q | The following is a quantum chemistry calculation of 2 unconnected molecules or ions with the total composition CH3N2O, from the Open Molecules 2025 dataset.

## Properties
Net charge = +1
HOMO level = -16.403 eV
Frontier orbital gap = 9.4 eV

Each line ends with the Mulliken charge.
Positions of all 7 atoms, in Å:
C -0.1159 -0.0994 -0.1272  -0.232
N 2.3101 -0.2635 0.0263  -0.097
N 1.2124 -0.1991 -0.0115  0.636
O -0.5924 1.1280 0.1520  -0.420
H -0.7905 -1.1596 0.9738  0.368
H -0.4738 -0.6126 -1.0315  0.354
H -1.5501 1.2061 0.0181  0.390

=====

R | The following is a quantum chemistry calculation of 2 unconnected molecules or ions with the total composition CH3N2O, from the Open Molecules 2025 dataset.

## Properties
Net charge = +1
HOMO level = -19.341 eV
Frontier orbital gap = 12.1 eV

Each line ends with the Mulliken charge.
Positions of all 7 atoms, in Å:
C -1.2666 -0.4620 -0.0936  0.125
N 3.0656 0.2588 -0.1716  -0.181
N 2.0666 0.0311 0.2155  0.168
O -0.9813 0.6528 0.4017  -0.224
H -2.4191 -0.5894 -0.0857  0.309
H -0.4489 -0.9228 -0.6502  0.320
H -0.0163 1.0314 0.3839  0.483

=====

Least stable of them? Q.

=====

P | The following is a quantum chemistry calculation of a single CH3N3O2S molecule, from the Open Molecules 2025 dataset.

## Properties
SMILES = [O-][N+]1=NN(O)CS1
HOMO level = -9.416 eV
Frontier orbital gap = 9.3 eV

Each line ends with the Mulliken charge.
Positions of all 10 atoms, in Å:
O -0.6853 1.1192 2.5060  -0.627
N -0.3881 0.6178 1.4657  0.889
N 0.6630 0.8193 0.7629  -0.509
N 0.6370 0.2086 -0.4766  0.103
O 1.5302 -0.9111 -0.4305  -0.424
C -0.6850 -0.3032 -0.8440  -0.389
S -1.7737 -0.2656 0.6221  -0.074
H 2.3420 -0.3825 -0.6562  0.389
H -1.2363 0.3423 -1.6685  0.257
H -0.4037 -1.2448 -1.2810  0.383

=====

Q | The following is a quantum chemistry calculation of a single CH3N3O2S molecule, from the Open Molecules 2025 dataset.

## Properties
SMILES = [H]/N=C(\S)N[N+](=O)[O-]
HOMO level = -9.941 eV
Frontier orbital gap = 9.8 eV

Each line ends with the Mulliken charge.
Positions of all 10 atoms, in Å:
H -1.4305 2.0172 0.0902  0.254
N -0.6182 1.4397 0.0617  -0.524
C -0.5502 0.1571 -0.0692  0.571
S -2.0047 -0.9645 -0.1853  -0.304
N 0.5616 -0.6564 0.0780  -0.269
N 1.8736 -0.1646 -0.0433  0.982
O 2.0088 1.0093 -0.2592  -0.503
O 2.7208 -1.0438 -0.0065  -0.608
H -2.8889 -0.1852 0.4848  0.151
H 0.3276 -1.6089 -0.1510  0.250

=====

R | The following is a quantum chemistry calculation of 2 unconnected molecules or ions with the total composition CH3N3O2S, from the Open Molecules 2025 dataset.

## Properties
HOMO level (spin up / spin down) = -7.990 / -7.985 eV
Frontier orbital gap (spin up / spin down) = 6.8 / 6.8 eV

Each line ends with the Mulliken charge.
Positions of all 10 atoms, in Å:
C 0.7482 -0.4789 0.0299  0.580
N -1.3123 1.6826 0.0652  0.405
N 1.5773 0.5261 -0.3295  -0.340
N -0.5828 -0.1204 -0.1582  -0.268
O 0.9943 -1.5800 0.4493  -0.615
O -2.3802 1.5559 0.3673  -0.177
S -1.8337 -1.2441 -0.0596  -0.175
H 1.2809 1.4077 -0.5853  0.201
H 2.5981 0.5044 -0.1559  0.230
H -1.0898 -2.2533 0.3768  0.160

=====

S | The following is a quantum chemistry calculation of a single CH3N3O2S molecule, from the Open Molecules 2025 dataset.

## Properties
HOMO level = -9.385 eV
Frontier orbital gap = 8.8 eV

Each line ends with the Mulliken charge.
Positions of all 10 atoms, in Å:
C 0.2810 -0.9229 0.2148  -0.390
N 0.0928 1.4436 0.8592  -0.598
N 0.6133 0.5333 0.4425  0.599
N -1.8004 0.0218 -0.5655  0.154
O -2.9229 0.4630 -0.7202  -0.416
O 1.9713 0.5909 -0.2613  -0.592
S -1.4822 -1.1557 0.4702  0.098
H 0.4367 -1.0161 -0.7850  0.411
H 0.7569 -1.3707 1.0063  0.395
H 2.0536 1.4128 -0.6611  0.340

=====

Least stable of them? S.

=====

P | The following is a quantum chemistry calculation of a single C8H14 molecule, from the Open Molecules 2025 dataset.

## Properties
HOMO level = -7.064 eV
Frontier orbital gap = 6.6 eV

Each line ends with the Mulliken charge.
Positions of all 22 atoms, in Å:
C -2.9640 0.5381 0.2174  -1.025
C -2.1404 1.6605 -0.4095  -0.444
C -0.7993 1.1479 -0.9592  -0.815
C 0.1156 0.8586 0.1927  -0.271
C 1.4929 0.7655 -0.2265  -0.255
C 2.1143 -2.4112 1.3663  -0.928
C 1.7503 -1.7820 0.0686  -0.375
C 0.9085 -0.6530 -0.0274  0.126
H -3.5111 0.9035 1.0917  0.296
H -3.8145 0.1588 -0.3637  0.322
H -2.3661 -0.3324 0.4774  0.244
H -2.7032 2.1580 -1.2005  0.367
H -1.9268 2.3939 0.3661  0.284
H -0.9339 0.2766 -1.6100  0.331
H -0.3492 1.8661 -1.6601  0.384
H 2.3139 0.7864 0.4797  0.257
H 1.7873 1.0657 -1.2381  0.247
H 2.5621 -1.6915 2.0549  0.320
H 1.2366 -2.8297 1.8600  0.237
H 2.8218 -3.2270 1.2059  0.342
H 1.7991 -2.3900 -0.8286  0.282
H 0.2168 -1.2265 -0.6644  0.075

=====

Q | The following is a quantum chemistry calculation of a molecular structure, C8H14, from the Open Molecules 2025 dataset.

## Properties
HOMO level = -8.831 eV
Frontier orbital gap = 9.9 eV

Each line ends with the Mulliken charge.
Positions of all 22 atoms, in Å:
C -2.0460 0.2042 -0.0795  -0.801
C -1.3506 -1.3641 -0.0697  -0.860
C -0.0014 -0.7208 0.0270  -0.269
C 1.5432 -1.0590 -0.3819  -0.663
C 1.8159 0.4347 -0.3624  -0.394
C 0.7361 1.1438 0.3307  -0.424
C -0.8794 1.3839 -0.3987  -0.778
C 0.3205 -0.0643 1.2540  -0.506
H -2.5978 0.2585 0.8327  0.324
H -2.8842 0.2326 -0.7831  0.430
H -1.4511 -2.0032 0.8137  0.374
H -1.4938 -2.0144 -1.0163  0.252
H -0.1028 0.0369 -0.7411  0.364
H 1.2396 -1.2108 -1.5185  0.281
H 2.1769 -1.9106 0.3140  0.285
H 2.2987 0.8180 -1.4001  0.251
H 2.8718 0.1962 0.1405  0.281
H 1.3127 1.8911 0.8013  0.533
H -1.0587 2.5202 0.1346  0.243
H -1.0311 1.5040 -1.4677  0.389
H 1.1050 -0.5369 1.8037  0.368
H -0.5232 0.2599 1.7670  0.322

=====

R | The following is a quantum chemistry calculation of 2 unconnected molecules or ions with the total composition C8H14, from the Open Molecules 2025 dataset.

## Properties
SMILES = C/C=C/C.C=CC=C
HOMO level = -8.912 eV
Frontier orbital gap = 9.9 eV

Each line ends with the Mulliken charge.
Positions of all 22 atoms, in Å:
C -2.8200 -1.1843 -1.5488  -1.035
C -1.7236 -0.3544 -2.2125  -0.176
C -0.9256 0.5388 -1.5776  0.214
C 0.1769 1.3360 -2.2446  -0.977
H -3.8243 -0.8642 -1.8371  0.295
H -2.6888 -2.2499 -1.8714  0.286
H -2.8258 -1.0185 -0.4472  0.270
H -1.6161 -0.4455 -3.2520  0.306
H -0.9348 0.5370 -0.4916  -0.007
H 0.1212 1.1402 -3.3606  0.283
H 1.1486 0.9685 -1.9378  0.260
H 0.1632 2.4050 -1.9690  0.283
C 1.5353 1.7624 1.8906  -0.876
C 1.0368 0.5099 1.8987  0.192
C 1.8051 -0.6886 2.1501  -0.033
C 1.2597 -1.9110 2.1600  -0.795
H 2.5467 1.9592 2.1936  0.271
H 0.8443 2.5663 1.7612  0.294
H 0.0142 0.3562 1.5198  0.173
H 2.8777 -0.5626 2.2671  0.265
H 1.9141 -2.7446 2.3341  0.266
H 0.1923 -2.1002 1.9957  0.242

=====

S | The following is a quantum chemistry calculation of a single C8H14 molecule, from the Open Molecules 2025 dataset.

## Properties
SMILES = C/C=C/C=C/CCC
HOMO level = -7.952 eV
Frontier orbital gap = 8.9 eV

Each line ends with the Mulliken charge.
Positions of all 22 atoms, in Å:
C -2.8593 1.1552 -3.1172  -0.956
C -1.5189 0.8450 -2.4386  -0.322
C -1.5850 0.0309 -1.2976  -0.482
C -0.4069 -0.6324 -0.7207  -0.220
C -0.3353 -0.6322 0.6237  -0.381
C 0.8997 -1.0658 1.2917  -0.668
C 1.7965 0.1568 1.6804  -0.237
C 2.7314 -0.2533 2.7169  -1.247
H -3.4111 0.1835 -3.1718  0.278
H -2.5870 1.7278 -4.0116  0.318
H -3.5199 1.8986 -2.4221  0.228
H -0.6023 0.8025 -2.8538  0.480
H -2.4225 0.2756 -0.6556  0.255
H 0.3386 -1.0475 -1.3384  0.432
H -1.2151 -0.4137 1.3088  0.266
H 1.5256 -1.7687 0.7407  0.361
H 0.5609 -1.7452 2.2160  0.311
H 1.0902 1.0203 1.9178  0.353
H 2.4175 0.5940 0.8746  0.231
H 3.5252 -0.8542 2.1319  0.251
H 3.2343 0.6249 3.1109  0.323
H 2.3435 -0.9020 3.4141  0.426

=====

Least stable of them? Q.